Record 1
{"formula": "C2H3FSi", "method": "ωB97M-V with the def2-TZVPD basis set", "e_above_lowest_kcal_mol": 142.51, "multiplicity": 1, "species": ["H", "H", "F", "H", "Si", "C", "C"], "positions_angstrom": [[-1.520, 1.058, 0.570], [1.806, -0.254, -0.195], [-2.582, 2.929, 0.150], [-0.357, -1.286, 0.102], [0.448, -0.048, -0.255], [-1.332, 2.851, -0.366], [-0.829, 1.391, -0.129]], "nbo_charge": [0.204, -0.176, -0.363, -0.156, 1.126, 0.331, -0.966]}

Record 2
{"formula": "C28H65CdN2O12", "method": "ωB97M-V with the def2-TZVPD basis set", "multiplicity": 1, "total_charge": 1, "species": ["H", "H", "H", "O", "C", "O", "C", "H", "H", "H", "H", "C", "H", "H", "H", "O", "C", "C", "C", "H", "H", "C", "H", "H", "O", "H", "H", "O", "C", "O", "H", "H", "H", "H", "H", "H", "H", "N", "H", "H", "C", "O", "H", "H", "H", "C", "H", "Cd", "C", "H", "C", "H", "C", "H", "H", "H", "H", "H", "H", "C", "C", "H", "O", "C", "H", "H", "H", "C", "H", "C", "H", "H", "H", "C", "H", "H", "H", "H", "H", "H", "H", "H", "C", "H", "H", "H", "C", "C", "H", "H", "C", "H", "C", "H", "C", "H", "O", "C", "C", "H", "O", "C", "O", "N", "H", "H", "O", "H"], "positions_angstrom": [[-5.382, -6.454, 2.906], [1.485, 5.473, 1.533], [5.729, -1.482, -5.784], [2.305, 0.798, 5.131], [-0.536, 0.673, 0.152], [1.640, 7.310, 0.849], [2.102, 6.341, 1.765], [-5.168, -3.724, -1.022], [5.309, 6.771, 2.301], [5.683, 1.428, -1.968], [-5.419, 7.261, 0.679], [7.043, -0.779, -1.034], [-2.769, 4.724, 2.628], [4.305, -0.647, 7.363], [-2.206, 1.025, -8.374], [-5.253, 6.773, 1.489], [-3.772, 5.151, 2.649], [3.588, 6.027, 1.567], [7.892, -2.006, -3.119], [0.383, 1.234, 0.324], [3.987, 0.957, -1.952], [-6.159, -2.302, 2.029], [0.142, 1.187, -7.341], [3.965, 1.114, 7.017], [-2.435, 1.681, -6.308], [-4.061, -3.816, 0.377], [1.689, 1.171, 5.766], [-0.120, 2.979, -6.655], [-4.011, 6.043, 1.453], [-2.140, 1.688, -1.408], [-7.877, -0.910, 1.639], [-2.381, 2.736, -7.965], [-2.835, 0.822, -6.155], [-0.022, 2.222, -8.677], [-8.527, -5.469, 1.555], [-7.497, -6.777, 1.560], [7.486, 0.202, -1.202], [5.610, -0.946, -3.103], [8.513, -2.825, -3.485], [6.680, -4.214, -4.021], [-5.102, -3.726, 0.066], [4.455, 7.076, 1.986], [1.596, 6.887, -0.011], [8.584, -1.297, -3.574], [-7.067, -0.751, 3.281], [2.988, -0.295, 5.748], [-4.388, 4.261, 2.519], [-1.511, 3.357, -4.197], [4.956, 0.771, -1.490], [-6.734, -2.339, -0.005], [-6.012, -4.898, 0.448], [3.773, -1.115, -0.462], [6.664, -1.706, -5.270], [5.659, -3.804, -2.613], [-4.142, -2.891, 2.714], [-4.196, -5.298, 2.447], [0.836, 3.046, -6.596], [-3.153, 6.713, 1.509], [-5.163, -2.062, 3.880], [-5.770, -2.380, 0.503], [-4.895, -2.110, 2.825], [-4.460, -1.141, 2.580], [4.455, -0.758, -3.843], [4.570, -1.677, -0.948], [-6.364, -0.142, 1.761], [1.938, 6.570, 2.818], [3.731, -0.679, 5.049], [-1.000, 1.202, -1.221], [7.333, -0.855, -5.397], [-5.201, -5.380, 2.860], [-6.742, -3.401, 4.230], [1.860, 0.730, 7.993], [7.315, -2.909, -1.222], [-1.928, 1.794, -7.653], [-5.255, -5.164, 3.927], [4.163, -2.511, -1.520], [5.082, -2.199, -0.140], [3.843, 5.256, 2.295], [8.762, -1.925, -1.125], [6.921, -0.931, 0.039], [5.024, 1.106, -0.455], [-7.800, -6.036, 3.143], [3.556, 0.110, 7.131], [-4.686, 6.385, 3.768], [-4.068, 5.482, 0.520], [3.840, 5.766, 0.539], [-6.952, -0.940, 2.214], [6.426, -2.078, -3.731], [-0.453, -0.404, 0.295], [5.015, -3.785, -4.283], [-7.646, -5.832, 2.083], [-1.237, 0.876, 0.962], [5.879, -3.571, -3.655], [-5.323, -1.450, 0.153], [-0.426, 2.054, -7.678], [3.818, -0.750, -3.125], [-3.952, 5.777, 3.883], [-6.410, -4.847, 1.999], [5.535, -0.693, -1.650], [2.181, -1.004, 5.932], [2.529, 0.061, 8.156], [7.770, -1.983, -1.574], [-0.293, 1.058, -2.240], [-7.019, -3.470, 2.400], [-6.888, -4.860, -0.200], [7.167, -2.530, -5.774], [-7.534, -3.442, 3.688], [-5.414, -5.760, 0.152]], "lowdin_charge": [0.073, 0.109, 0.067, -0.091, 0.028, -0.063, -0.244, 0.099, 0.083, 0.079, 0.083, -0.109, 0.119, 0.117, 0.138, -0.071, -0.284, -0.242, -0.132, 0.087, 0.073, -0.498, 0.124, 0.117, -0.151, 0.099, 0.069, -0.157, -0.236, -0.041, 0.083, 0.121, 0.099, 0.134, 0.081, 0.075, 0.115, -0.106, 0.111, 0.079, -0.188, -0.072, 0.077, 0.109, 0.078, -0.233, 0.111, 1.384, -0.032, 0.110, -0.141, 0.075, -0.036, 0.059, 0.072, 0.072, 0.099, 0.115, 0.079, -0.128, -0.054, 0.086, 0.008, -0.029, 0.070, 0.126, 0.117, -0.719, 0.074, -0.034, 0.075, 0.072, 0.109, -0.199, 0.075, 0.076, 0.079, 0.115, 0.113, 0.113, 0.086, 0.075, -0.212, 0.083, 0.114, 0.112, -0.031, -0.395, 0.090, 0.078, -0.053, 0.080, -0.017, 0.109, -0.234, 0.081, -0.033, -0.398, -0.442, 0.114, -0.070, -0.183, -0.068, -0.116, 0.114, 0.080, 0.000, 0.116]}

Record 3
{"formula": "C7H10O2", "method": "ωB97M-V with the def2-TZVPD basis set", "e_above_lowest_kcal_mol": 186.71, "multiplicity": 1, "smiles": "C1#CCCOCOCC1", "species": ["O", "C", "C", "H", "C", "H", "H", "C", "H", "H", "H", "H", "C", "C", "C", "O", "H", "H", "H"], "positions_angstrom": [[-1.712, -0.254, -0.552], [1.140, 0.243, 1.023], [1.335, 1.052, -1.494], [-0.900, -2.279, 2.445], [2.022, 0.844, 0.007], [2.059, 0.876, -2.416], [1.251, 2.212, -1.739], [-0.874, 0.895, -0.829], [-0.793, -2.287, -0.193], [-1.618, -0.625, 2.023], [-2.380, -1.918, 0.409], [-0.499, 1.116, 0.397], [-1.306, -1.421, 0.264], [0.393, -0.376, 1.954], [-0.880, -1.358, 1.714], [0.194, 0.215, -1.407], [2.406, 1.856, 0.428], [2.927, 0.138, -0.289], [-1.288, 1.956, -1.223]], "nbo_charge": [-0.564, 0.009, -0.070, 0.263, -0.549, 0.211, 0.181, 0.198, 0.187, 0.227, 0.194, 0.168, -0.062, -0.076, -0.472, -0.543, 0.248, 0.245, 0.206]}

What are the calculated total energy values for these records? In order: -12710.9344; -62185.7842; -11507.7597 eV.
What are the LUMO energy values for these records? In order: -1.905; -7.924; 0.551 eV.
What are the max |F| values for these records? In order: 6.9; 3.6; 8.3 eV Å⁻¹.